Record 1
{"formula": "C30H50GaP2Te", "method": "ωB97M-V with the def2-TZVPD basis set", "charge": 1, "spin_multiplicity": 1, "e_tot_ev": -110159.083, "lumo_ev": [-3.84, -4.72], "species": ["Te", "Ga", "P", "P", "C", "C", "C", "C", "C", "C", "C", "C", "C", "C", "C", "C", "C", "C", "C", "C", "C", "C", "C", "C", "C", "C", "C", "C", "C", "C", "C", "C", "C", "C", "H", "H", "H", "H", "H", "H", "H", "H", "H", "H", "H", "H", "H", "H", "H", "H", "H", "H", "H", "H", "H", "H", "H", "H", "H", "H", "H", "H", "H", "H", "H", "H", "H", "H", "H", "H", "H", "H", "H", "H", "H", "H", "H", "H", "H", "H", "H", "H", "H", "H"], "xyz": [[1.37, 2.82, 1.33], [-0.35, -0.20, 0.44], [1.73, -0.46, 2.15], [-2.09, 1.74, 0.71], [-1.80, -4.67, 0.28], [-2.96, -4.50, -0.76], [-1.90, 3.56, 0.92], [3.13, 0.96, -1.66], [-1.87, -2.69, 1.78], [2.59, -2.19, -1.37], [-3.46, -3.12, -1.09], [0.46, 2.32, -2.56], [-3.03, 1.16, 2.16], [1.25, 0.19, 3.79], [4.72, 5.81, -0.63], [0.67, 0.86, -2.40], [2.42, 5.01, -0.55], [2.79, 4.08, 0.45], [-1.22, -3.42, 0.87], [-1.57, 0.01, -3.40], [-0.24, -2.74, -2.65], [-3.27, -3.00, 2.24], [5.09, 4.86, 0.33], [-4.42, -2.88, 1.20], [-3.30, 1.58, -0.65], [1.64, -1.16, -1.85], [3.40, 5.87, -1.08], [-0.27, -0.16, -2.70], [4.14, 4.00, 0.89], [1.95, -2.24, 2.50], [-4.11, -2.37, -0.19], [0.33, -1.41, -2.35], [3.47, 0.06, 1.91], [1.87, 0.24, -1.94], [0.66, 2.65, -3.60], [-3.33, -4.03, 2.67], [0.33, -0.31, 4.14], [-4.56, -1.41, -0.46], [0.24, -3.16, -3.56], [2.04, 0.01, 4.53], [-1.42, -0.09, -4.49], [4.38, 3.26, 1.66], [-1.32, -2.68, -2.87], [3.53, 1.12, 1.61], [3.94, -0.55, 1.12], [5.47, 6.50, -1.03], [2.06, -3.04, -0.90], [-4.30, 1.85, -0.28], [-2.62, -4.97, -1.70], [-1.35, 3.77, 1.85], [1.01, -2.68, 2.84], [2.72, -2.38, 3.28], [-3.64, 1.98, 2.57], [-5.18, -2.21, 1.63], [-2.88, 4.06, 0.94], [-4.88, -3.89, 1.14], [-0.09, -3.45, -1.83], [-1.38, -1.85, 2.30], [-2.00, 1.00, -3.22], [-3.50, -2.33, 3.09], [-3.70, 0.33, 1.88], [-0.99, -5.23, -0.20], [-3.80, -5.11, -0.37], [-0.21, -3.15, 0.55], [3.58, 1.39, -2.58], [3.12, 6.60, -1.85], [-0.58, 2.61, -2.32], [2.97, 1.79, -0.95], [-2.20, -5.34, 1.07], [2.27, -2.77, 1.59], [4.05, -0.08, 2.83], [-3.39, -2.81, -2.14], [-3.31, 0.55, -1.04], [3.89, 0.27, -1.24], [3.20, -2.62, -2.19], [-3.03, 2.27, -1.46], [-1.31, 3.96, 0.07], [6.13, 4.79, 0.66], [-2.30, -0.76, -3.11], [3.29, -1.79, -0.63], [1.05, 1.27, 3.73], [-2.33, 0.81, 2.93], [1.38, 5.04, -0.88], [1.12, 2.89, -1.89]]}



Record 2
{"formula": "C30H50InP4S", "method": "ωB97M-V with the def2-TZVPD basis set", "charge": 3, "de_lowest_ev": 1.931, "spin_multiplicity": 1, "e_tot_ev": -85055.893, "lumo_ev": -11.14, "species": ["In", "S", "P", "P", "P", "P", "C", "C", "C", "C", "C", "C", "C", "C", "C", "C", "C", "C", "C", "C", "C", "C", "C", "C", "C", "C", "C", "C", "C", "C", "C", "C", "C", "C", "C", "C", "H", "H", "H", "H", "H", "H", "H", "H", "H", "H", "H", "H", "H", "H", "H", "H", "H", "H", "H", "H", "H", "H", "H", "H", "H", "H", "H", "H", "H", "H", "H", "H", "H", "H", "H", "H", "H", "H", "H", "H", "H", "H", "H", "H", "H", "H", "H", "H", "H", "H"], "xyz": [[0.59, -0.86, -0.45], [1.02, 1.12, -5.15], [-0.96, 2.57, 0.93], [-1.94, -0.43, -1.29], [2.40, 1.05, -0.53], [0.24, -1.74, 2.12], [1.94, 2.68, -1.23], [-1.31, 4.12, -0.01], [-3.34, -0.34, -0.14], [-1.98, 1.72, -6.56], [1.57, -0.10, 3.94], [0.30, -0.49, 3.46], [0.53, 1.38, 5.53], [-0.16, 0.17, -6.14], [1.20, -1.62, -2.25], [-2.39, -0.63, -5.97], [3.81, 0.57, -1.56], [1.50, -4.56, 4.85], [3.22, 1.44, 1.06], [2.23, -3.75, 2.27], [2.56, -5.19, 4.19], [-2.87, 0.65, -6.29], [-1.03, -0.89, -5.78], [-0.68, 1.31, -6.87], [1.17, -3.10, 2.94], [1.68, 0.84, 4.96], [-0.84, 0.07, 4.03], [0.21, 3.26, 2.17], [-0.73, 1.00, 5.06], [-2.47, 2.59, 1.99], [-2.35, -1.86, -2.37], [1.22, -2.65, -1.23], [-1.45, -2.41, 2.25], [-2.10, 1.02, -2.40], [0.81, -3.52, 4.23], [2.91, -4.79, 2.90], [4.01, -0.51, -1.48], [-3.17, 1.12, -2.64], [-1.83, -0.24, 3.70], [0.61, 2.11, 6.34], [-0.01, -3.02, 4.75], [-3.43, -2.03, -2.28], [1.75, 3.43, -0.46], [-1.81, -2.76, -2.04], [4.72, 1.11, -1.25], [3.46, 0.52, 1.58], [-4.19, 0.10, -0.70], [-1.75, 1.92, -1.89], [4.15, 1.99, 0.87], [-3.61, -1.36, 0.18], [-2.30, 2.77, -6.69], [-2.59, 3.60, 2.41], [2.67, 1.12, 5.33], [-0.40, 4.44, -0.55], [-1.63, 1.42, 5.51], [-1.53, 0.85, -3.32], [-3.35, 2.34, 1.39], [2.15, -1.23, -2.62], [1.21, -4.87, 5.86], [-3.14, -1.41, -5.91], [2.58, 2.03, 1.72], [-2.36, 1.87, 2.81], [2.47, -0.56, 3.53], [3.09, -6.00, 4.68], [3.61, 0.79, -2.63], [2.75, 3.04, -1.88], [0.44, -1.67, -3.04], [-3.95, 0.89, -6.28], [-1.68, -2.64, 3.30], [3.74, -5.28, 2.39], [-2.19, -1.71, 1.85], [2.16, -3.00, -0.82], [-1.50, -3.34, 1.67], [-0.66, -1.84, -5.44], [2.50, -3.43, 1.26], [-2.10, -1.64, -3.42], [-3.10, 0.29, 0.73], [0.64, 2.16, -5.69], [1.06, 3.74, 1.68], [-1.63, 4.90, 0.68], [0.58, 2.45, 2.82], [1.05, 2.58, -1.84], [-0.04, 1.82, -7.69], [-0.31, 3.99, 2.80], [-2.10, 3.92, -0.74], [0.45, -3.42, -1.23]]}



Record 3
{"formula": "C30H50OsP", "method": "ωB97M-V with the def2-TZVPD basis set", "charge": 1, "de_lowest_ev": 0.000, "spin_multiplicity": 5, "e_tot_ev": -43665.629, "s2": 6.028, "lumo_ev": [-1.76, -4.54], "species": ["Os", "P", "C", "C", "C", "C", "C", "C", "C", "C", "C", "C", "C", "C", "C", "C", "C", "C", "C", "C", "C", "C", "C", "C", "C", "C", "C", "C", "C", "C", "C", "C", "H", "H", "H", "H", "H", "H", "H", "H", "H", "H", "H", "H", "H", "H", "H", "H", "H", "H", "H", "H", "H", "H", "H", "H", "H", "H", "H", "H", "H", "H", "H", "H", "H", "H", "H", "H", "H", "H", "H", "H", "H", "H", "H", "H", "H", "H", "H", "H", "H", "H"], "xyz": [[-0.35, -1.18, -0.03], [-0.27, 0.38, 1.92], [-1.66, 1.65, 2.02], [-0.04, -3.23, -0.20], [-0.46, -0.54, 3.54], [-0.46, -2.76, -1.49], [3.39, 3.50, -4.55], [-1.43, 2.88, 1.12], [-3.41, 1.95, -2.02], [1.56, 2.14, -2.71], [-3.07, 0.51, -1.75], [-2.11, 2.08, 3.42], [2.75, -0.84, -1.10], [-0.70, -4.34, 0.56], [1.30, 2.57, 2.97], [2.99, 2.47, -2.43], [1.26, 2.44, -4.07], [2.15, 3.07, -4.96], [0.50, -1.79, -1.94], [2.21, -3.12, 1.11], [1.51, -1.66, -0.94], [-3.04, 0.06, -0.47], [-1.54, -3.40, -2.31], [0.09, 0.12, 4.81], [2.53, 0.51, 2.25], [1.23, -2.63, 0.09], [0.64, -1.23, -3.32], [3.82, 3.21, -3.21], [-2.41, -1.19, 0.02], [1.30, 1.38, 2.00], [0.08, -1.97, 3.46], [-2.90, -0.39, -2.93], [-1.89, -0.83, -2.96], [-0.27, 1.14, 4.98], [2.40, -2.37, 1.87], [3.35, -1.23, -1.94], [-2.88, -2.12, -0.35], [1.81, 3.25, -6.00], [-2.37, 1.24, 4.07], [4.06, 4.05, -5.22], [1.83, -4.03, 1.60], [-3.05, 0.15, -3.88], [0.74, -0.15, -3.28], [-0.26, -0.48, 5.67], [-0.33, -2.56, 4.28], [-3.01, 2.70, 3.31], [-1.45, -4.50, -2.27], [-0.66, 2.73, 0.36], [-2.37, 3.12, 0.61], [-3.33, 2.15, -3.10], [-4.43, 2.21, -1.69], [-2.71, 2.63, -1.51], [1.19, 0.12, 4.85], [-0.91, -4.06, 1.60], [1.37, 1.78, 0.97], [-3.61, -1.23, -2.88], [1.18, -1.99, 3.54], [0.28, 2.16, -4.44], [-1.35, 2.70, 3.93], [3.43, 1.13, 2.13], [0.38, 3.17, 2.93], [4.81, 3.53, -2.86], [2.60, -0.30, 1.52], [-1.17, 3.76, 1.72], [-1.55, -0.61, 3.64], [1.55, -1.62, -3.81], [-0.21, -2.45, 2.52], [2.55, 0.08, 3.26], [2.12, 3.23, 2.68], [-2.42, -1.22, 1.12], [-3.64, 0.58, 0.28], [-2.49, 1.08, 1.58], [-0.06, -5.24, 0.58], [-0.21, -1.49, -3.95], [-1.65, -4.60, 0.08], [-2.53, -3.14, -1.92], [3.36, -0.87, -0.20], [-1.47, -3.09, -3.35], [3.17, -3.36, 0.64], [0.67, 1.73, -2.24], [2.51, 0.20, -1.35], [1.47, 2.26, 4.01]]}



Record 4
{"formula": "C30H50P4STb", "method": "ωB97M-V with the def2-TZVPD basis set", "charge": 3, "de_lowest_ev": 1.129, "spin_multiplicity": 7, "e_tot_ev": -102318.164, "s2": 12.692, "lumo_ev": [-10.91, -10.75], "species": ["Tb", "S", "P", "P", "P", "P", "C", "C", "C", "C", "C", "C", "C", "C", "C", "C", "C", "C", "C", "C", "C", "C", "C", "C", "C", "C", "C", "C", "C", "C", "C", "C", "C", "C", "C", "C", "H", "H", "H", "H", "H", "H", "H", "H", "H", "H", "H", "H", "H", "H", "H", "H", "H", "H", "H", "H", "H", "H", "H", "H", "H", "H", "H", "H", "H", "H", "H", "H", "H", "H", "H", "H", "H", "H", "H", "H", "H", "H", "H", "H", "H", "H", "H", "H", "H", "H"], "xyz": [[0.65, -0.83, -1.05], [-0.06, 1.02, -3.11], [-2.54, -0.63, -1.02], [2.50, 1.10, -0.48], [0.70, -1.48, 2.04], [-0.71, 2.02, 0.64], [-1.37, 1.94, -6.54], [0.42, -3.38, 4.16], [-3.30, -2.09, -1.84], [1.59, -2.61, -2.02], [-3.95, -0.51, 0.19], [1.67, 1.24, 5.01], [2.82, -4.66, 3.51], [-0.38, 0.50, -4.70], [-0.73, 1.11, 5.00], [1.67, -1.71, -3.10], [-1.02, 3.43, -0.50], [1.19, -2.91, 3.07], [-2.02, 0.81, -7.01], [-0.92, -0.63, -5.29], [-2.26, 2.28, 1.60], [0.54, -0.25, 3.44], [2.03, -5.15, 4.57], [-1.06, -1.95, 1.73], [0.82, -4.50, 4.88], [0.33, 2.95, 1.84], [-1.76, -0.48, -6.42], [-3.24, 0.64, -2.16], [-0.22, 1.72, -5.58], [2.36, 2.80, -1.17], [1.73, 0.26, 4.01], [2.40, -3.56, 2.77], [0.44, 1.67, 5.49], [-0.69, 0.13, 4.00], [3.48, 1.38, 1.05], [3.90, 0.59, -1.58], [-2.31, 1.57, 2.44], [-1.14, -2.55, 0.81], [-4.21, -1.51, 0.56], [-4.84, -0.08, -0.31], [2.61, 1.62, 5.41], [2.63, -1.31, -3.47], [2.90, 1.82, 1.86], [-3.15, 2.18, 0.97], [-2.22, -1.39, -6.87], [2.36, -2.65, -1.20], [2.69, -0.13, 3.68], [2.06, 3.56, -0.44], [-2.57, -2.55, -2.51], [-0.52, -2.90, 4.45], [-1.60, 3.10, -1.37], [-3.17, 1.63, -1.70], [-1.62, -0.34, 3.71], [0.72, 2.25, 2.59], [-0.14, 2.50, -4.79], [0.68, 1.53, -6.22], [3.87, 0.42, 1.40], [0.41, 2.43, 6.27], [-1.58, 4.21, 0.04], [-1.69, 1.42, 5.41], [-1.67, -1.05, 1.62], [-0.29, 3.69, 2.35], [1.17, 3.46, 1.36], [-3.70, 0.12, 1.04], [-4.19, -1.79, -2.41], [4.58, 1.46, -1.50], [3.76, -5.14, 3.26], [-1.51, 2.97, -6.89], [4.40, -0.28, -1.12], [-0.83, -1.61, -4.81], [-3.59, -2.82, -1.07], [-2.23, 3.30, 2.01], [-2.75, 0.89, -7.85], [3.63, 0.37, -2.64], [3.35, 3.08, -1.57], [0.20, -4.88, 5.70], [-0.09, 3.86, -0.88], [-2.68, 0.66, -3.10], [1.65, 2.79, -2.00], [3.02, -3.20, 1.95], [-1.42, -2.55, 2.57], [2.37, -6.00, 5.15], [1.04, -1.77, -3.98], [4.34, 2.04, 0.83], [0.54, -3.11, -1.81], [-4.30, 0.41, -2.36]]}



Record 5
{"formula": "C30H51AlBr3ClMgN4O16PS", "method": "ωB97M-V with the def2-TZVPD basis set", "charge": 3, "spin_multiplicity": 1, "e_tot_ev": -325423.289, "lumo_ev": -14.39, "species": ["Br", "Br", "Br", "Cl", "S", "P", "Al", "Mg", "O", "O", "O", "O", "O", "O", "O", "O", "O", "O", "O", "O", "O", "O", "O", "O", "N", "N", "N", "N", "C", "C", "C", "C", "C", "C", "C", "C", "C", "C", "C", "C", "C", "C", "C", "C", "C", "C", "C", "C", "C", "C", "C", "C", "C", "C", "C", "C", "C", "C", "H", "H", "H", "H", "H", "H", "H", "H", "H", "H", "H", "H", "H", "H", "H", "H", "H", "H", "H", "H", "H", "H", "H", "H", "H", "H", "H", "H", "H", "H", "H", "H", "H", "H", "H", "H", "H", "H", "H", "H", "H", "H", "H", "H", "H", "H", "H", "H", "H", "H", "H"], "xyz": [[1.69, -2.73, 4.60], [1.70, -4.39, 1.86], [3.78, -5.12, 4.16], [7.18, -4.20, 0.36], [-2.30, 2.06, 4.95], [-1.25, -3.80, -1.96], [2.95, 0.97, 2.47], [4.73, 2.76, -1.90], [-0.76, 6.41, -2.55], [7.23, -4.26, -1.07], [4.48, 3.09, 0.65], [8.51, -4.37, 0.88], [-2.49, -4.73, -1.45], [-2.09, 5.65, -4.08], [-1.40, 1.37, 5.82], [3.67, 5.77, -1.91], [6.34, -5.25, 0.87], [6.66, -2.93, 0.77], [0.96, 9.24, 1.04], [-1.50, 2.48, 3.61], [-6.67, -5.54, 1.92], [-3.55, 1.49, 4.57], [-7.12, -3.59, 0.89], [-5.06, -4.49, 0.77], [-2.43, -2.13, 1.22], [-1.70, 5.72, -2.94], [0.20, -4.42, -1.26], [-0.26, 1.20, -0.41], [-4.99, -1.00, -0.83], [-3.67, -0.39, -1.46], [3.68, 7.80, -0.71], [-4.43, -5.54, 1.48], [-1.97, -2.07, 0.18], [3.04, 6.57, -1.22], [-1.59, -2.03, -1.33], [0.94, 7.22, -0.15], [-1.81, 0.58, 2.10], [-2.41, 4.92, -1.91], [-5.57, -6.45, 1.84], [-2.79, -1.48, -2.18], [-0.85, 1.45, 2.89], [3.65, -2.05, 0.50], [3.87, 0.15, -0.94], [2.92, 0.49, -2.11], [3.15, -0.62, 0.15], [2.93, -0.57, -3.27], [-0.42, 0.15, -0.73], [2.02, -4.45, 3.77], [3.72, -3.04, -0.70], [-0.24, -1.17, -1.46], [1.62, 6.35, -0.89], [1.58, 8.45, 0.37], [-4.11, 0.67, -2.56], [3.01, 8.67, 0.04], [-6.37, -4.45, 1.17], [1.73, -1.59, -3.21], [-2.59, 3.69, 5.58], [0.31, -0.95, -2.94], [-3.93, -5.13, 2.36], [5.03, 3.76, 1.07], [-3.47, -2.35, -2.36], [1.30, -5.15, 4.19], [-1.69, 4.24, -1.46], [-2.81, 5.61, -1.17], [0.35, 0.14, -3.11], [0.80, -4.74, -2.03], [3.27, 0.03, 1.01], [-5.42, -6.97, 2.78], [4.39, -3.89, -0.47], [-4.06, 1.67, -2.07], [3.34, 1.49, -2.48], [4.08, -2.56, -1.64], [-2.75, -4.45, -0.54], [4.82, -0.29, -1.29], [-0.39, -1.38, -3.69], [2.90, -2.48, 1.21], [3.46, 9.57, 0.42], [4.72, 7.94, -0.96], [-4.71, -1.38, 0.17], [-3.12, 4.27, 4.82], [-3.21, 4.36, -2.39], [1.87, -2.42, -2.49], [3.91, -1.08, -3.27], [2.06, -0.70, -0.03], [-0.23, 0.85, 3.56], [2.88, -0.03, -4.25], [-2.45, 1.20, 1.47], [0.54, -1.74, -0.90], [-2.44, -1.16, -3.17], [1.17, 5.45, -1.28], [1.66, -2.06, -4.22], [-5.79, -7.19, 1.06], [4.13, 1.15, -0.48], [-5.14, 0.42, -2.86], [-1.64, 4.14, 5.83], [-0.19, 1.93, 2.16], [1.91, 0.74, -1.73], [0.01, -5.18, -0.61], [-3.21, 3.58, 6.47], [-5.70, -0.15, -0.75], [2.71, -3.50, -0.86], [4.63, -2.09, 1.02], [-3.42, 0.70, -3.43], [-0.10, 7.08, 0.10], [-2.46, 0.00, 2.76], [-5.42, -1.81, -1.46], [-3.15, 0.15, -0.64], [-1.27, -0.12, 1.48], [-3.68, -6.04, 0.85]]}